Entry 1:
ORCA calculation (ωB97M-V/def2-TZVPD) on 2 unconnected molecules or ions with the total composition CHClN2O.

XYZ file:
```
6
Properties=species:S:1:pos:R:3:lowdin_charge:R:1
C 1.138 -1.083 -0.201 -0.5260
N 0.186 -1.288 0.441 0.2178
N -0.914 -0.357 -2.175 -0.4896
O 2.184 -0.751 -0.582 0.1336
Cl -0.509 -1.723 -2.783 0.5978
H -0.688 -1.701 0.542 0.0664
```

* frontier orbital gap (alpha / beta): 8.70 / 8.64 eV
* spin multiplicity: 1
* LUMO energy (alpha / beta): -1.24 / -1.27 eV

---

Entry 2:
ORCA calculation (ωB97M-V/def2-TZVPD) on CHClN2O2S in the gas phase.

XYZ file:
```
8
Properties=species:S:1:pos:R:3:lowdin_charge:R:1
C -0.058 -0.881 -3.449 -0.3336
N 0.345 -0.992 -4.504 0.2591
N -0.491 0.480 0.205 -0.7094
O -0.482 -0.856 -2.250 -0.1147
O -2.939 -0.227 -0.234 -0.5341
S -1.586 -0.683 -0.487 0.8678
Cl -1.126 1.974 0.948 0.5092
H 0.514 0.593 -0.094 0.0556
```

* frontier orbital gap (alpha / beta): 7.30 / 4.99 eV
* spin multiplicity: 3
* LUMO energy (alpha / beta): -0.19 / -5.01 eV

---

Entry 3:
ORCA calculation (ωB97M-V/def2-TZVPD) on CHClO3S in the gas phase.

XYZ file:
```
7
Properties=species:S:1:pos:R:3:lowdin_charge:R:1
C 2.427 -0.428 0.063 -0.6836
O 2.145 -1.038 -0.902 0.0893
O 1.132 -0.036 0.923 -0.4679
O 3.339 0.335 0.484 -0.4285
S -0.008 -1.117 0.644 1.0575
Cl 4.995 0.179 -0.020 0.4627
H -0.292 -0.726 -0.652 -0.0295
```

* frontier orbital gap (alpha / beta): 6.30 / 4.25 eV
* spin multiplicity: 3
* LUMO energy (alpha / beta): -0.53 / -4.84 eV

---

Entry 4:
ORCA calculation (ωB97M-V/def2-TZVPD) on CHF2IS in the gas phase.

XYZ file:
```
6
Properties=species:S:1:pos:R:3:lowdin_charge:R:1
F -0.769 0.212 -2.198 -0.5521
S -1.408 0.427 -0.740 0.7072
C 0.353 0.078 0.625 -1.0094
F 0.361 0.938 1.542 0.0030
I 0.538 -1.946 1.025 0.8548
H 0.925 0.291 -0.254 -0.0035
```

* structure (SMILES): FS[C@@H](F)I
* frontier orbital gap: 8.84 eV
* spin multiplicity: 1
* LUMO energy: -0.30 eV

---

Going through the records in order, we get ΔE to the lowest compared entry with this formula, charge and spin values of 277.7, 58.5, 225.1, 200.7 kJ/mol.
Going through the records in order, we get E_tot values of -18599.075, -31479.070, -30546.810, -25421.370 eV.
Going through the records in order, we get M values of 92.48, 140.55, 128.54, 209.99 g mol⁻¹.